{
  "formula": "C22H25N2O9S2V",
  "method": "the ωB97M-V functional and the def2-TZVPD basis",
  "s_squared": 2.0127,
  "gap_ev": [5.73, 5.79],
  "charge": -2,
  "spin_multiplicity": 3,
  "lumo_ha": [0.171, 0.171],
  "species": ["V", "C", "C", "O", "C", "C", "C", "N", "N", "C", "O", "C", "C", "C", "C", "C", "C", "H", "H", "H", "H", "H", "H", "H", "H", "H", "H", "H", "H", "O", "S", "O", "O", "C", "C", "C", "C", "C", "C", "S", "O", "O", "O", "H", "H", "H", "H", "C", "C", "C", "C", "O", "H", "H", "H", "H", "H", "H", "H", "H", "H"],
  "positions_angstrom": [[-0.3783, 0.0826, -0.0526], [-1.5425, -4.0858, 1.6123], [-0.7364, -2.8553, 2.0271], [-1.3172, -1.9782, 2.6589], [0.6455, -2.8492, 1.6115], [1.4973, -1.7851, 1.4128], [2.9842, -2.0430, 1.4045], [1.0632, -0.5493, 1.1596], [2.0428, 0.4671, 1.3803], [1.5417, 1.6223, 1.0979], [0.3626, 1.8588, 0.6128], [2.3852, 2.8202, 1.4050], [3.7759, 2.7506, 1.4250], [4.5296, 3.8741, 1.7308], [3.9026, 5.0799, 2.0254], [2.5163, 5.1556, 2.0007], [1.7621, 4.0330, 1.6833], [-2.1802, -3.7831, 0.7785], [-2.1838, -4.3958, 2.4395], [-0.9203, -4.9166, 1.2793], [1.0752, -3.8270, 1.4210], [3.1741, -3.1053, 1.5475], [3.4619, -1.4749, 2.2039], [3.4179, -1.7081, 0.4617], [4.2461, 1.8030, 1.1994], [5.6118, 3.8088, 1.7348], [4.4930, 5.9576, 2.2644], [2.0170, 6.0912, 2.2257], [0.6823, 4.0769, 1.6357], [1.9102, -1.9898, -1.7583], [1.5615, -0.8054, -2.5008], [2.6299, -0.1998, -3.2616], [0.8378, 0.2197, -1.7066], [0.3715, -1.3878, -3.7346], [0.9456, -1.6971, -4.9634], [0.1937, -2.2617, -5.9838], [-1.1493, -2.5256, -5.7841], [-1.7353, -2.2149, -4.5652], [-0.9905, -1.6447, -3.5397], [-1.9054, -1.2536, -2.0378], [-3.1674, -1.9349, -2.1636], [-1.0426, -1.7437, -0.9420], [-1.9540, 0.2084, -1.9996], [1.9954, -1.4794, -5.0990], [0.6646, -2.4958, -6.9318], [-1.7463, -2.9716, -6.5714], [-2.7812, -2.4123, -4.3797], [-2.2407, 1.4114, 2.8933], [-2.7927, 1.0934, 1.5034], [-2.9435, 2.3713, 0.6781], [-4.1285, 0.3581, 1.6096], [-1.9018, 0.2304, 0.8705], [-2.9213, 2.0619, 3.4558], [-1.2737, 1.9068, 2.7923], [-2.0887, 0.4805, 3.4405], [-3.6787, 3.0484, 1.1272], [-3.2641, 2.1171, -0.3339], [-1.9806, 2.8808, 0.6126], [-4.8974, 0.9894, 2.0702], [-3.9967, -0.5463, 2.2045], [-4.4591, 0.0618, 0.6125]],
  "atomic_forces_ev_per_a": [[0.3626, 0.0133, 0.2473], [-0.0129, -0.0079, 0.1350], [-0.0704, 0.1580, -0.3887], [0.0614, -0.0579, 0.1488], [0.0007, -0.3144, 0.0409], [0.0300, -0.2365, 0.0013], [-0.0376, 0.1009, -0.0098], [0.4743, 0.8813, 0.0870], [-0.4409, -0.3780, -0.0620], [0.2223, 0.4566, 0.0112], [-0.0208, -0.2198, -0.0649], [-0.0990, -0.2070, -0.0196], [0.0368, 0.0494, 0.0775], [-0.0453, -0.0435, -0.0137], [0.0363, 0.0624, 0.0112], [-0.0267, -0.0863, -0.0179], [0.0873, 0.1046, -0.0478], [0.0377, 0.0430, 0.0012], [-0.0262, -0.0250, -0.0041], [0.0320, -0.0165, 0.0178], [-0.0224, -0.0231, 0.0300], [0.0106, -0.0353, -0.0103], [-0.0217, -0.0196, 0.0130], [-0.0267, 0.0035, -0.0130], [-0.0114, -0.0172, -0.0034], [0.0047, 0.0184, 0.0048], [-0.0006, -0.0028, 0.0014], [0.0163, 0.0192, -0.0013], [-0.0164, -0.0178, 0.0031], [0.0843, -0.0053, 0.0276], [-0.3423, 0.1230, 0.2042], [0.0422, 0.0206, -0.1542], [0.2495, -0.1046, -0.1826], [0.1194, -0.0315, -0.0612], [-0.1486, -0.0191, -0.0404], [0.1155, 0.0327, -0.0046], [-0.1103, -0.0090, 0.0316], [0.1066, 0.0294, -0.0675], [-0.0698, -0.0519, 0.0255], [0.5705, 0.1199, 0.0139], [-0.1286, -0.0244, -0.0382], [-0.3190, -0.1558, -0.1099], [-0.0557, -0.0854, 0.0830], [0.0144, -0.0019, -0.0049], [-0.0013, -0.0003, -0.0015], [0.0025, 0.0009, 0.0023], [-0.0191, -0.0063, -0.0015], [-0.0672, 0.0739, 0.1003], [0.3618, 0.0005, 0.0957], [-0.0512, 0.0661, -0.0222], [-0.0866, 0.0431, 0.0232], [-0.8658, -0.1561, -0.0463], [-0.0007, -0.0007, -0.0035], [0.0087, 0.0109, -0.0262], [0.0064, -0.0344, -0.0241], [0.0020, 0.0029, 0.0062], [-0.0131, -0.0185, -0.0090], [0.0155, -0.0178, 0.0111], [0.0108, -0.0125, 0.0089], [0.0363, -0.0127, 0.0119], [-0.0007, 0.0223, -0.0226]],
  "nbo_charge": [1.531, -0.703, 0.548, -0.622, -0.505, 0.333, -0.655, -0.503, -0.411, 0.481, -0.786, 0.029, -0.198, -0.234, -0.255, -0.217, -0.224, 0.242, 0.195, 0.190, 0.185, 0.192, 0.222, 0.237, 0.231, 0.192, 0.188, 0.191, 0.232, -0.964, 2.427, -0.996, -0.996, -0.203, -0.218, -0.229, -0.232, -0.193, -0.341, 2.427, -0.980, -0.969, -0.963, 0.239, 0.194, 0.194, 0.240, -0.626, 0.254, -0.630, -0.616, -0.777, 0.170, 0.218, 0.235, 0.177, 0.219, 0.225, 0.171, 0.223, 0.213]
}

=====

{
  "formula": "C22H25N3O3",
  "method": "the ωB97M-V functional and the def2-TZVPD basis",
  "gap_ev": 8.68,
  "smiles": "O=C(CCC(=O)N1CCOc2ccccc21)N1CCN(c2ccccc2)CC1",
  "charge": 0,
  "lumo_ha": 0.024,
  "species": ["O", "C", "N", "C", "H", "C", "N", "C", "C", "C", "C", "C", "C", "H", "H", "H", "H", "H", "C", "H", "C", "H", "H", "H", "H", "H", "H", "C", "H", "C", "C", "O", "N", "C", "C", "C", "C", "C", "C", "O", "C", "C", "H", "H", "H", "H", "H", "H", "H", "H", "H", "H", "H"],
  "positions_angstrom": [[1.0854, -0.2028, 0.4665], [0.3647, 0.7213, 0.1270], [-0.9305, 0.7767, 0.5026], [-1.9145, 1.7611, 0.1278], [-1.4698, 2.5556, -0.4665], [-3.0532, 1.0976, -0.6623], [-3.6273, 0.0452, 0.1421], [-4.9515, -0.3428, -0.0505], [-5.7013, 0.0628, -1.1559], [-7.0325, -0.2925, -1.2760], [-7.6479, -1.0649, -0.3083], [-6.9136, -1.4750, 0.7926], [-5.5880, -1.1167, 0.9250], [-5.0431, -1.4237, 1.8050], [-7.3815, -2.0719, 1.5620], [-8.6858, -1.3435, -0.4082], [-7.5891, 0.0318, -2.1436], [-5.2464, 0.6462, -1.9416], [-2.6359, -0.9533, 0.4877], [-3.0918, -1.7479, 1.0750], [-1.5074, -0.2985, 1.2830], [-0.7182, -1.0187, 1.5016], [-1.9021, 0.1119, 2.2186], [-2.2096, -1.4012, -0.4261], [-3.8138, 1.8514, -0.8686], [-2.6547, 0.7150, -1.6176], [-2.3335, 2.1972, 1.0428], [0.8895, 1.8757, -0.7145], [0.3763, 1.9057, -1.6775], [2.3950, 1.6984, -0.9204], [3.0353, 1.6843, 0.4580], [2.6580, 2.4368, 1.3360], [4.0238, 0.7753, 0.6953], [4.6024, -0.1111, -0.2282], [5.0424, 0.3119, -1.4789], [5.6632, -0.5660, -2.3466], [5.8796, -1.8797, -1.9628], [5.4854, -2.3060, -0.7106], [4.8504, -1.4340, 0.1688], [4.5256, -1.9190, 1.3959], [3.7767, -1.0456, 2.2198], [4.2766, 0.3894, 2.0707], [5.3496, 0.4455, 2.2804], [3.7304, 1.0693, 2.7243], [2.7189, -1.0805, 1.9302], [3.8969, -1.4170, 3.2395], [5.6574, -3.3187, -0.3823], [6.3664, -2.5692, -2.6352], [5.9899, -0.2200, -3.3152], [4.9111, 1.3456, -1.7582], [2.7843, 2.5352, -1.5027], [2.5912, 0.7636, -1.4426], [0.7163, 2.8097, -0.1771]],
  "atomic_forces_ev_per_a": [[0.2982, -0.2061, -0.0660], [-0.1390, 0.3474, -0.1387], [-0.2858, -0.1413, 0.2201], [-0.2194, 0.1489, -0.3408], [0.0176, -0.0203, 0.0408], [0.0722, 0.2463, 0.1661], [0.2120, 0.1999, 0.0633], [-0.3513, -0.0386, -0.0572], [0.2392, 0.0367, -0.0143], [-0.1595, -0.0566, 0.0294], [-0.1326, 0.0137, -0.0852], [0.0088, -0.0565, -0.0016], [0.0616, -0.0664, -0.0128], [0.0537, 0.0125, 0.0863], [-0.0270, -0.0381, 0.0680], [-0.0882, -0.0176, -0.0079], [-0.0369, 0.0248, -0.0628], [0.0713, 0.0476, -0.0451], [0.1967, -0.0274, 0.2542], [0.0308, 0.0253, -0.0355], [0.0608, -0.4736, -0.0181], [-0.1265, 0.0951, 0.0074], [-0.0096, -0.0448, -0.0305], [-0.0233, -0.0309, 0.0695], [0.0350, -0.0346, -0.0349], [-0.0460, 0.0557, -0.0030], [0.0093, 0.0399, -0.1087], [0.3732, -0.0950, 0.0580], [-0.0451, 0.0551, 0.0272], [-0.3644, -0.0416, 0.1698], [0.1496, 0.0266, -0.3798], [-0.2497, 0.1779, 0.0735], [0.2803, -0.0200, 0.3144], [0.0809, -0.2218, -0.2036], [0.0939, -0.1643, 0.0436], [-0.0397, 0.1011, -0.1066], [-0.0112, -0.0372, 0.0534], [-0.0558, 0.0804, 0.1241], [-0.0013, 0.0637, -0.2243], [0.2116, -0.1912, -0.2953], [-0.2512, 0.4392, 0.3353], [-0.0932, -0.2181, 0.3050], [-0.0907, 0.0240, 0.0422], [0.1121, -0.1128, -0.0561], [0.1534, -0.0125, 0.0843], [-0.0014, 0.0649, -0.0835], [0.0110, -0.1242, 0.0483], [0.0488, -0.0691, -0.0513], [0.0288, 0.0348, -0.0834], [-0.0079, 0.1059, -0.0042], [0.0409, -0.0359, -0.0045], [-0.0011, 0.1399, -0.0245], [-0.0937, -0.0108, -0.1037]],
  "nbo_charge": [-0.662, 0.707, -0.435, -0.214, 0.218, -0.223, -0.469, 0.265, -0.300, -0.186, -0.247, -0.188, -0.275, 0.210, 0.213, 0.213, 0.212, 0.211, -0.218, 0.217, -0.232, 0.249, 0.195, 0.179, 0.217, 0.173, 0.201, -0.503, 0.225, -0.488, 0.722, -0.639, -0.443, 0.051, -0.206, -0.238, -0.203, -0.269, 0.352, -0.496, -0.087, -0.252, 0.201, 0.255, 0.210, 0.193, 0.224, 0.214, 0.214, 0.215, 0.230, 0.240, 0.247]
}

=====

Energy above the lowest of the compared OMol25 structures with the same formula, charge and spin in kcal per mole, matching the order above: 1.51 47.82